96
Properties=species:S:1:pos:R:3 method="wB97M-V/def2-TZVPD" e_tot_ev=-181797.7222 multiplicity=3 relative_energy_ev=1.864 gap_ev="5.40 / 6.76" total_charge=+1
Ti -0.09 -0.37 0.73
C 0.96 -3.21 2.18
O -0.10 -2.55 1.47
C -1.43 -3.07 1.54
C -1.88 -4.14 2.28
C -3.25 -4.44 2.29
C -4.10 -3.58 1.56
C -3.63 -2.46 0.92
C -2.28 -2.21 0.85
N -1.77 -1.09 0.07
N -2.57 -0.75 -0.93
C -1.98 0.02 -1.88
C -0.57 0.23 -2.03
O 0.39 -0.09 -1.15
C -0.11 0.99 -3.26
C -1.03 1.55 -4.05
C -2.40 1.50 -3.85
C -3.33 2.11 -4.75
C -4.68 1.82 -4.75
C -5.19 1.14 -3.64
C -4.32 0.62 -2.66
C -2.91 0.76 -2.79
H 0.80 -4.27 2.00
H 1.86 -2.82 1.83
H 0.80 -2.97 3.24
H -1.12 -4.77 2.71
H -3.48 -5.41 2.68
H -5.18 -3.90 1.76
H -4.27 -1.83 0.34
H 0.96 1.03 -3.40
H -0.73 2.12 -4.97
H -2.90 2.74 -5.53
H -5.38 2.16 -5.51
H -6.24 0.99 -3.69
H -4.70 -0.04 -1.90
C -2.83 0.08 3.50
N -1.88 1.07 3.99
C -2.28 2.29 4.53
C -1.21 3.12 4.40
N -0.13 2.36 3.87
B 1.15 3.00 3.33
N 0.73 3.66 1.93
C 1.27 4.87 1.64
C 0.79 5.32 0.44
N -0.03 4.36 -0.01
C -0.79 4.45 -1.26
C -0.11 3.32 0.93
S -1.13 1.95 0.71
C -0.57 1.13 3.68
S 0.31 -0.25 3.15
H -2.68 -0.12 2.40
H -3.79 0.53 3.60
H -2.72 -0.88 4.07
H -3.30 2.51 4.88
H -1.03 4.11 4.77
H 1.36 3.95 3.91
H 2.03 2.16 3.25
H 1.93 5.31 2.38
H 1.01 6.26 -0.09
H -1.82 4.19 -1.07
H -0.30 3.79 -1.95
H -0.62 5.40 -1.72
Br -1.26 -4.90 -5.32
C -0.88 -5.29 -3.52
C -1.90 -5.50 -2.55
C -1.34 -5.81 -1.33
C 0.07 -5.87 -1.14
N 0.97 -5.63 -2.12
C 0.48 -5.32 -3.30
H -2.94 -5.50 -2.86
H -1.88 -5.92 -0.43
H 0.49 -6.04 -0.12
H 1.10 -5.01 -4.11
C 5.13 2.05 0.76
N 5.15 0.56 1.15
C 5.61 -0.29 -0.12
N 4.74 -0.02 -1.22
C 4.75 1.43 -1.48
N 4.23 2.18 -0.33
C 2.82 1.90 -0.08
P 2.44 0.19 0.36
C 3.82 -0.02 1.58
C 3.37 -0.49 -1.14
H 6.16 2.39 0.56
H 4.76 2.62 1.68
H 5.90 0.42 1.85
H 5.52 -1.35 0.22
H 6.72 -0.15 -0.35
H 4.16 1.57 -2.37
H 5.73 1.82 -1.75
H 2.42 2.03 -1.05
H 2.46 2.65 0.56
H 3.91 -1.12 1.69
H 3.59 0.40 2.52
H 2.83 -0.16 -2.02
H 3.34 -1.58 -1.13